This record from the OMol25 dataset describes C6H10N4 in the gas phase at a distorted geometry. The level of theory is the ωB97M-V functional and the def2-TZVPD basis.

```
20
C6H10N4 (the ωB97M-V functional and the def2-TZVPD basis)
C 0.634 3.127 1.163
C -0.288 1.362 0.356
C -1.079 0.177 -0.025
C 0.867 -1.294 0.106
C -0.278 -0.970 -0.825
C -1.264 -2.092 -1.009
N -0.557 2.573 0.753
N 1.613 2.280 1.023
N 1.125 1.195 0.479
N 1.935 0.171 -0.026
H 0.563 4.081 1.541
H -1.581 -0.113 0.839
H -1.960 0.668 -0.668
H 0.683 -1.386 1.092
H 1.445 -2.066 -0.283
H -0.130 -0.667 -1.882
H -0.691 -2.830 -1.598
H -2.250 -1.864 -1.472
H -1.585 -2.395 -0.081
H 2.797 0.042 0.518
```

Its SMILES is C[C@@H]1CNn2ncnc2C1. The HOMO energy is -8.362 eV. The calculation puts the frontier orbital gap at 9.2 eV. The lowest unoccupied orbital energy is 0.79 eV. The energy relative to the best compared isomer or geometry (same formula, charge and spin) comes out at 313.8 kJ/mol. The total charge is 0.